A structure of composition C21H34Cl3N2OOsP, computed with ωB97M-V/def2-TZVPD.

Last column: natural (NBO) charge in e.
CARTESIAN COORDINATES (ANGSTROEM)
1 Os 0.016 0.318 0.262  1.11
2 Cl -4.889 -1.858 -4.449  0.09
3 C -3.725 -1.020 -3.499  -0.02
4 C -3.066 -1.692 -2.480  -0.23
5 C -2.158 -0.949 -1.757  -0.09
6 Cl -1.265 -1.653 -0.405  0.17
7 C -1.868 0.385 -1.966  0.28
8 O -0.978 1.039 -1.194  -0.64
9 C -2.552 1.025 -3.000  -0.07
10 Cl -2.226 2.683 -3.322  0.08
11 C -3.472 0.325 -3.757  -0.21
12 H -3.265 -2.732 -2.266  0.27
13 H -4.000 0.831 -4.553  0.27
14 C 4.469 -0.472 -0.007  -0.62
15 C 4.241 0.854 0.734  -0.35
16 C 3.749 0.489 2.145  -0.62
17 C 5.565 1.628 0.824  -0.63
18 P 2.963 1.868 -0.172  1.84
19 N 1.466 1.172 0.257  -0.74
20 C 2.761 3.618 0.457  -0.34
21 C 3.875 4.519 -0.095  -0.63
22 C 2.820 3.606 1.992  -0.62
23 C 1.389 4.198 0.056  -0.62
24 C 3.028 1.708 -2.035  -0.33
25 C 2.635 0.289 -2.490  -0.62
26 C 4.445 2.033 -2.533  -0.63
27 C 2.029 2.696 -2.656  -0.63
28 H 5.119 -1.083 0.622  0.25
29 H 4.972 -0.348 -0.962  0.22
30 H 3.542 -1.028 -0.156  0.22
31 H 4.512 -0.152 2.589  0.24
32 H 2.822 -0.083 2.110  0.21
33 H 3.618 1.343 2.800  0.23
34 H 6.321 0.938 1.205  0.25
35 H 5.513 2.467 1.515  0.22
36 H 5.917 1.989 -0.142  0.23
37 H 4.874 4.185 0.178  0.23
38 H 3.731 5.510 0.339  0.25
39 H 3.819 4.633 -1.176  0.22
40 H 3.807 3.365 2.378  0.22
41 H 2.081 2.933 2.430  0.22
42 H 2.580 4.614 2.332  0.25
43 H 1.350 4.520 -0.978  0.23
44 H 1.229 5.081 0.675  0.24
45 H 0.560 3.517 0.243  0.22
46 H 3.442 -0.428 -2.382  0.23
47 H 2.396 0.352 -3.552  0.25
48 H 1.749 -0.097 -1.987  0.21
49 H 5.200 1.347 -2.155  0.22
50 H 4.749 3.054 -2.308  0.23
51 H 4.430 1.929 -3.620  0.25
52 H 1.014 2.568 -2.275  0.23
53 H 2.003 2.493 -3.727  0.25
54 H 2.338 3.731 -2.535  0.22
55 C 0.942 -0.951 5.412  -0.59
56 C -0.174 -1.508 4.514  -0.54
57 C -0.102 -0.957 3.171  0.59
58 N -0.031 -0.509 2.118  -0.48
59 H 0.856 -1.414 6.392  0.26
60 H 0.850 0.126 5.531  0.23
61 H 1.925 -1.187 5.008  0.22
62 H -1.163 -1.257 4.905  0.29
63 H -0.119 -2.595 4.426  0.28

E_tot ... -2817.362005 Eh
Net charge ... +2
HOMO-LUMO gap ... 6.2383 eV
M ... 658.08 g/mol